Formula: CCuNO5S2
Source: the Open Molecules 2025 dataset
Level of theory: ωB97M-V/def2-TZVPD

Results
- HOMO level (alpha / beta): -0.1385 / -0.1754 Ha
- Spin multiplicity: 2
- Energy relative to the best compared isomer or geometry (same formula, charge and spin): 0.0 kcal per mole
- <S²>: 0.76
- Total charge: -1

```
10
CCuNO5S2 ωB97M-V/def2-TZVPD
Cu 0.53539 0.41978 0.46494
N -1.16528 -1.59630 -1.74874
S 0.33815 -1.63881 -1.90219
O 1.16801 -0.73697 -1.02340
S -2.07087 -0.21038 -0.92085
O -1.27170 -0.05792 0.38292
O -3.38931 -0.81508 -0.63603
O 2.37732 2.55735 2.02017
C 1.69254 1.67216 1.48307
O 1.78575 0.40617 1.88013
```

The computed Löwdin charges, all in e, follow: atom 1 (Cu): 0.3111, atom 2 (N): -0.5222, atom 3 (S): 0.8659, atom 4 (O): -0.5717, atom 5 (S): 0.7190, atom 6 (O): -0.5538, atom 7 (O): -0.5013, atom 8 (O): -0.0788, atom 9 (C): -0.5024, atom 10 (O): -0.1658